No. 1
The following is a quantum chemistry calculation of a cluster of 3 separate species, C6H17NS in total, from OMol25.

Structure (XYZ):
```
25
Properties=species:S:1:pos:R:3:forces:R:3
C 0.438320 -2.262131 -2.271924 0.03 0.61 0.62
C 1.058845 -1.137727 -3.102412 -0.05 -0.52 0.18
C 1.722239 -0.107675 -2.195671 -0.33 0.55 -0.28
S 0.462349 0.963391 -1.370719 2.43 -0.75 2.79
H 1.239385 -2.797132 -1.753571 -0.09 -0.27 -0.26
H -0.191881 -2.934745 -2.850584 0.13 -0.06 0.03
H -0.145955 -1.817718 -1.457780 -0.23 -0.16 -0.21
H 1.810910 -1.610802 -3.742159 0.03 0.38 -0.16
H 0.307459 -0.661141 -3.742025 0.15 -0.03 0.01
H 2.367603 0.583930 -2.734176 0.14 -0.21 -0.08
H 2.284447 -0.578350 -1.395542 0.07 -0.09 -0.17
C -0.502321 0.611713 3.351599 -0.08 0.39 -0.33
C -1.336179 0.602510 2.060857 0.61 0.14 0.39
C -1.284386 2.006994 1.440570 -0.45 0.04 -0.42
N -0.894866 -0.454658 1.125851 0.17 0.79 -0.10
H -0.384631 -0.368825 3.809655 -0.19 0.01 -0.01
H 0.492843 1.027017 3.155958 0.03 -0.19 -0.08
H -0.976304 1.322230 4.036795 0.08 -0.25 0.18
H -2.370224 0.419968 2.351904 -0.09 -0.31 -0.13
H -0.317414 2.503804 1.547514 -0.02 -0.08 0.18
H -2.075378 2.638752 1.854708 0.23 0.12 0.07
H -1.466465 1.940696 0.363037 -0.16 0.06 0.10
H -1.587339 -0.440783 0.376613 0.03 -0.33 0.05
H -0.077188 -0.049308 0.621710 -0.97 -0.87 0.82
H 1.426137 0.599993 0.519794 -1.46 1.03 -3.19
```
Positions in Å, forces in eV/Å.

Summary:
Energy above the lowest of the compared OMol25 structures with the same formula, charge and spin (eV): 3.444
HOMO (eV): -8.889
Kohn-Sham gap (eV): 7.1
Energy (eV): -18819.68249
Molecular weight (g mol⁻¹): 135.28

No. 2
The following is a quantum chemistry calculation of a cluster of 2 separate species, C6H17NS in total, from OMol25.

Structure (XYZ):
```
25
Properties=species:S:1:pos:R:3:forces:R:3
C -2.167009 -0.050910 0.253469 -0.23 0.28 -0.21
C -1.952391 1.465497 0.268965 0.01 -0.10 0.27
C -2.519069 2.078822 1.539459 -0.09 -0.14 0.18
N -0.550440 1.866538 0.091453 -0.03 -0.28 -0.17
H -3.229530 -0.276039 0.352680 -0.05 -0.07 0.07
H -1.848628 -0.450442 -0.708527 0.15 -0.18 0.00
H -1.634350 -0.554146 1.061311 0.09 0.03 0.01
H -2.516561 1.875353 -0.568028 0.05 0.14 -0.16
H -2.389094 3.160682 1.568376 0.04 -0.05 -0.09
H -3.586714 1.850527 1.601753 0.06 0.07 0.08
H -2.039729 1.653785 2.429991 0.00 0.05 -0.11
H -0.248513 1.567228 -0.833358 0.05 0.10 0.09
H 0.028268 1.338178 0.742585 -0.04 0.16 0.04
C 1.186106 -1.235799 -2.020705 0.12 -0.16 0.05
C 1.398990 -1.480518 -0.530837 -0.08 -0.12 -0.04
C 2.862905 -1.345659 -0.151361 -0.01 0.14 0.22
S 3.077635 -1.486757 1.658123 -0.07 -0.01 -0.05
H 0.129920 -1.282481 -2.285966 0.00 -0.02 -0.01
H 1.719501 -1.987396 -2.610487 -0.06 0.12 -0.03
H 1.565116 -0.250041 -2.299445 -0.02 -0.02 -0.06
H 0.794916 -0.775788 0.041272 0.06 0.02 0.09
H 1.059312 -2.484175 -0.255351 -0.09 0.06 -0.04
H 3.241844 -0.373209 -0.452612 0.02 0.09 -0.07
H 3.454534 -2.112663 -0.641458 0.08 -0.07 -0.09
H 4.162981 -0.710587 1.748698 0.03 -0.03 0.02
```
Positions in Å, forces in eV/Å.

Summary:
Energy above the lowest of the compared OMol25 structures with the same formula, charge and spin (eV): 0.000
HOMO (eV): -9.106
Kohn-Sham gap (eV): 10.0
SMILES: CC(C)N.CCCS
Energy (eV): -18823.12636
Molecular weight (g mol⁻¹): 135.28

No. 3
The following is a quantum chemistry calculation of a cluster of 2 separate species, C6H17NS in total, from OMol25.

Structure (XYZ):
```
25
Properties=species:S:1:pos:R:3:forces:R:3
C -0.505601 2.493280 -0.853254 0.40 0.31 -0.09
C -1.427230 1.796720 0.112543 -1.01 -0.27 0.40
C -1.076017 1.899593 1.617005 -0.37 -0.49 -0.79
S 0.566788 1.238998 2.011256 0.14 1.03 0.76
H -0.317591 3.522917 -0.515417 -0.02 -0.18 -0.24
H -0.946610 2.515090 -1.862364 0.23 0.03 0.31
H 0.462182 1.981893 -0.891206 -0.07 0.19 -0.09
H -2.467680 2.161230 -0.076802 0.62 -0.18 0.42
H -1.456780 0.721780 -0.110401 -0.06 0.18 -0.13
H -1.782402 1.278886 2.166610 -0.24 0.20 0.03
H -1.163210 2.923447 1.988967 0.21 -0.09 -0.05
C 1.143027 -2.424470 -1.438952 0.20 0.22 -0.38
C 0.674292 -1.331503 -0.475715 0.29 -0.20 -0.33
C -0.503010 -1.802629 0.347826 -0.28 -0.34 0.59
N 1.727099 -0.832153 0.416190 0.19 -1.76 0.10
H 1.814456 -2.023085 -2.231925 -0.30 -0.28 0.62
H 1.645581 -3.257328 -0.914188 -0.22 0.38 -0.17
H 0.253709 -2.809932 -1.936814 0.08 -0.22 -0.16
H 0.346785 -0.467446 -1.074044 0.09 -0.11 0.13
H -0.238401 -2.700400 0.942531 -0.13 0.33 -0.33
H -1.341880 -2.041326 -0.306751 0.03 -0.16 0.03
H -0.851933 -1.039419 1.053393 0.18 -0.17 -0.13
H 2.465552 -0.416620 -0.108426 0.65 0.31 -0.31
H 0.852427 0.191102 1.124359 -0.19 0.70 0.42
H 2.126446 -1.578627 1.015578 -0.42 0.59 -0.59
```
Positions in Å, forces in eV/Å.

Summary:
Energy above the lowest of the compared OMol25 structures with the same formula, charge and spin (eV): 0.543
HOMO (eV): -7.916
Kohn-Sham gap (eV): 8.7
SMILES: CC(C)N.CCCS
Energy (eV): -18822.58330
Molecular weight (g mol⁻¹): 135.28

No. 4
The following is a quantum chemistry calculation of a structure of composition C6H18BaO10P, from OMol25.

Structure (XYZ):
```
36
Properties=species:S:1:pos:R:3:forces:R:3
Ba -0.293149 0.419550 0.424445 -4.03 0.95 2.12
P -3.447465 0.979530 1.106394 -1.87 2.84 0.26
O -2.453847 2.041642 0.530172 3.10 -0.01 -1.60
O -2.471658 -0.104100 1.740207 0.36 -0.05 0.02
O -4.301463 0.386955 -0.025546 0.46 -1.07 -0.06
O -4.310255 1.945750 1.998316 0.56 -2.28 0.43
C -0.595184 -3.642665 0.492227 -0.13 0.11 -2.52
C 0.755130 -3.139548 0.856283 0.69 0.02 2.22
O 1.146496 -1.856430 0.356339 0.21 -0.92 -0.73
O -1.596890 -2.700764 0.629921 -0.22 0.54 1.13
H -0.826445 -4.605706 0.947371 0.28 -0.14 0.33
H -0.573479 -3.751332 -0.592127 0.52 -1.03 -0.51
H 1.533141 -3.863075 0.612749 -0.19 -0.26 -0.22
H 0.814035 -3.032667 1.939429 -0.13 -0.06 0.27
H 1.917008 -2.055941 -0.180426 0.09 0.48 -0.18
H -2.314268 -3.007629 0.070626 -0.49 0.54 0.30
C 1.537006 3.472030 0.938402 0.99 -0.77 1.02
C 2.051688 2.598528 2.087619 0.43 -0.13 0.71
O 1.878394 1.178732 1.856229 0.28 0.69 -0.39
O 0.286866 3.036672 0.608785 -0.86 -0.08 -0.44
H 2.246471 3.329063 0.123339 0.18 0.36 -0.42
H 1.502744 4.505392 1.283472 0.45 0.14 -0.01
H 1.580414 2.836437 3.041237 -0.27 0.21 -0.14
H 3.122288 2.768006 2.202447 0.17 0.24 0.01
H 1.884771 0.724415 2.701896 0.01 0.07 0.14
H -0.248631 3.742940 0.239961 -0.69 -0.28 0.04
C -0.243072 -0.963875 -2.652062 1.23 1.34 -0.40
C 0.512469 0.350928 -2.947692 -0.59 0.43 -1.62
O 1.049365 1.020263 -1.798961 0.49 -0.66 -0.88
O -1.203520 -0.724714 -1.690194 -0.61 -0.46 -0.28
H 0.548135 -1.619051 -2.287597 -0.10 -0.68 0.06
H -0.709944 -1.354668 -3.556170 0.38 0.01 -0.25
H -0.056499 1.091924 -3.509205 -0.92 -0.06 0.50
H 1.259115 0.166308 -3.720047 0.70 -0.52 0.38
H 1.993074 1.097040 -1.957428 0.10 0.13 0.25
H -1.972841 -1.269939 -1.870413 -0.55 0.35 0.49
```
Positions in Å, forces in eV/Å.

Summary:
Energy above the lowest of the compared OMol25 structures with the same formula, charge and spin (eV): 2.661
Total charge: -1
HOMO (eV): -0.686
Kohn-Sham gap (eV): 1.8
Energy (eV): -36971.94729
Molecular weight (g mol⁻¹): 418.50

No. 5
The following is a quantum chemistry calculation of a structure of composition C6H18FKO3, from OMol25.

Structure (XYZ):
```
29
Properties=species:S:1:pos:R:3:forces:R:3
K 0.290843 -1.261430 1.251055 0.05 0.86 -0.63
F -0.183364 0.951825 -0.468894 0.63 -0.97 0.48
C -0.081437 -1.949880 -3.984361 -0.76 -1.14 -1.24
C 0.712323 -0.796743 -3.428018 -0.79 0.45 0.18
O 0.763316 -1.116257 -2.091525 1.27 -1.29 2.69
H 0.162953 -2.916372 -3.543591 0.97 0.21 0.49
H -0.009130 -2.211284 -5.040074 -0.08 0.70 -0.34
H -1.132583 -1.944161 -3.695999 -0.18 0.76 -0.23
H 0.241538 0.182116 -3.336900 -0.58 0.12 -1.54
H 1.695295 -0.605704 -3.858558 0.20 -0.50 -0.19
H 0.401603 -0.391835 -1.575794 -0.23 1.07 0.65
C 2.294769 3.624768 0.893447 -0.30 0.31 -0.40
C 3.113265 2.447716 0.438417 -0.58 -0.35 0.90
O 2.429005 1.279985 0.870067 0.71 -0.88 0.55
H 2.754730 4.549451 0.544871 -0.35 0.20 -0.10
H 2.108074 3.701303 1.964603 0.49 -0.27 0.11
H 1.313063 3.429236 0.462033 -0.17 0.66 -0.26
H 4.091255 2.449717 0.919705 0.14 -0.19 -0.30
H 3.167755 2.415947 -0.649762 0.41 0.25 -0.07
H 1.572461 1.268260 0.436712 -0.92 0.07 -0.67
C -3.280613 -0.541650 2.502010 -0.40 0.53 -0.25
C -2.836234 -1.984897 2.701909 -1.99 -0.29 -1.65
O -1.561841 -2.131033 3.168895 3.01 0.70 1.48
H -4.338460 -0.426950 2.265604 -0.30 -0.80 0.19
H -2.880424 -0.096727 1.590971 0.76 0.07 0.21
H -3.174918 0.143893 3.342824 0.56 -0.26 0.14
H -2.767134 -2.440575 1.714145 -1.04 -0.13 -0.43
H -3.529001 -2.574111 3.302752 -0.24 0.19 0.11
H -1.337108 -3.054604 3.303455 -0.29 -0.06 0.11
```
Positions in Å, forces in eV/Å.

Summary:
Energy above the lowest of the compared OMol25 structures with the same formula, charge and spin (eV): 1.658
HOMO (eV): -9.221
Kohn-Sham gap (eV): 8.6
Energy (eV): -31698.45839
Molecular weight (g mol⁻¹): 196.30

No. 6
The following is a quantum chemistry calculation of a cluster of 2 separate species, C6H18N in total, from OMol25.

Structure (XYZ):
```
25
Properties=species:S:1:pos:R:3:forces:R:3
C -0.693591 -1.519013 -2.052418 1.30 -0.52 0.67
N -1.175517 -0.993363 -0.722150 -0.06 -2.45 -0.24
C -1.625404 -2.040483 0.283496 0.30 -0.44 -1.02
H -0.313297 -0.717076 -2.685625 -0.26 0.18 0.27
H 0.142172 -2.188484 -1.801920 -0.18 0.04 -0.28
H -1.463768 -2.070593 -2.597835 -0.20 0.23 0.52
H -1.975387 -0.439714 -0.991981 -1.89 1.35 -0.02
H -0.556401 -0.382615 -0.207684 0.50 0.06 -0.59
H -2.568316 -2.504228 -0.050969 0.34 0.37 -0.01
H -1.757842 -1.531161 1.224616 -0.19 0.08 0.28
H -0.839737 -2.811883 0.362413 -0.28 0.43 -0.04
C 0.772630 -0.020556 1.383920 -0.41 0.42 1.13
C 1.323976 1.223526 0.687577 -0.97 -0.41 -0.75
C 1.007762 1.191688 -0.833128 0.55 0.42 0.33
C 0.793881 2.483475 1.353647 0.43 1.02 1.24
H 1.133082 -0.065021 2.425048 -0.14 0.07 -0.26
H -0.339149 0.035794 1.460522 0.69 0.04 0.12
H 1.047711 -0.973332 0.940295 0.11 -0.07 -0.34
H 2.380313 1.212831 0.789131 1.13 -0.04 0.12
H 1.440067 2.084674 -1.297349 -0.14 -0.07 -0.04
H -0.074242 1.227105 -1.006539 0.21 0.13 -0.14
H 1.460456 0.323442 -1.352851 -0.32 0.28 0.40
H 0.800890 2.400867 2.489023 0.49 0.13 -1.28
H 1.335550 3.430666 1.035558 -0.53 -1.21 0.41
H -0.255837 2.643454 1.165202 -0.49 -0.03 -0.48
```
Positions in Å, forces in eV/Å.

Summary:
Energy above the lowest of the compared OMol25 structures with the same formula, charge and spin (eV): 0.000
Expectation value of S²: 0.750
HOMO (alpha / beta) (eV): -2.825 / -11.721
Kohn-Sham gap (alpha / beta) (eV): 3.9 / 12.4
Energy (eV): -8000.01543
Spin multiplicity: 2
Molecular weight (g mol⁻¹): 104.22

No. 7
The following is a quantum chemistry calculation of a cluster of 2 separate species, C6H18N2 in total, from OMol25.

Structure (XYZ):
```
26
Properties=species:S:1:pos:R:3:forces:R:3
N 2.351397 -0.134071 -2.736418 -0.64 1.23 -0.41
C 1.355247 0.972434 -2.720189 -0.03 -0.67 -0.52
C 0.658555 -1.950467 -2.066066 1.56 0.68 -0.71
C 1.998312 -1.122161 -1.721424 -0.61 -0.42 0.80
H 3.264433 0.324644 -2.623560 -0.41 -0.93 0.37
H 1.662922 1.812124 -3.365834 -0.02 -0.47 0.21
H 1.157814 1.361564 -1.707168 0.07 -0.07 -0.12
H 0.420967 0.544491 -3.120945 0.23 0.55 0.16
H 0.319344 -2.672537 -1.304389 0.48 0.48 -0.08
H 0.936096 -2.505389 -2.978006 -0.48 0.06 0.25
H -0.178611 -1.273934 -2.307010 0.38 -0.30 0.18
H 2.857443 -1.805731 -1.579717 -0.56 0.18 -0.12
H 1.824885 -0.596349 -0.762838 0.23 -0.35 -0.20
N -0.851007 -0.008864 2.075703 0.81 -1.38 -1.15
C -0.034114 0.446951 0.934676 0.74 0.17 1.23
C -2.856550 0.440714 3.457423 0.34 0.17 -0.63
C -1.625620 1.027387 2.700558 -1.37 0.28 -0.09
H -1.412597 -0.764245 1.662435 -0.24 0.53 0.90
H -0.557346 0.859841 0.055833 -0.25 -0.06 0.29
H 0.606182 -0.387643 0.602899 -0.38 0.44 0.23
H 0.608327 1.234269 1.363623 0.07 -0.17 -0.57
H -3.385897 -0.219697 2.750138 -0.03 0.18 0.39
H -3.548025 1.237290 3.779799 0.32 -0.30 -0.15
H -2.565554 -0.151522 4.341264 0.02 0.25 -0.41
H -1.070490 1.663320 3.416713 0.27 -0.48 -0.49
H -1.936115 1.667580 1.852499 -0.51 0.40 0.65
```
Positions in Å, forces in eV/Å.

Summary:
Energy above the lowest of the compared OMol25 structures with the same formula, charge and spin (eV): 0.878
HOMO (eV): -8.734
Kohn-Sham gap (eV): 9.8
SMILES: CCNC.CCNC
Energy (eV): -9492.88796
Molecular weight (g mol⁻¹): 118.22

No. 8
The following is a quantum chemistry calculation of a cluster of 2 separate species, C6H18N2O in total, from OMol25.

Structure (XYZ):
```
27
Properties=species:S:1:pos:R:3:forces:R:3
C -2.476900 0.862172 1.132572 -1.63 0.95 -1.89
C -2.490967 -0.593925 0.718791 0.29 0.28 -0.14
O -2.388322 1.770530 -0.108318 0.77 -1.04 1.99
H -3.112899 1.531296 -0.698313 0.01 -0.18 0.33
H -1.727789 1.070077 1.895597 0.42 0.40 -0.71
H -3.439575 1.161804 1.561687 0.10 -0.25 0.21
H -1.533642 -0.834649 0.258940 -0.04 -0.05 0.15
H -3.264592 -0.790375 -0.021774 -0.22 0.02 0.07
H -2.664062 -1.225377 1.589187 0.02 -0.11 0.02
C 2.845893 -0.577300 -0.431677 -0.12 0.04 -0.08
C 1.033109 -2.057577 0.086485 0.15 0.09 0.22
C 0.879631 1.529495 0.539780 -0.22 -0.24 -0.04
C 0.326113 0.452148 -1.537061 0.10 -0.04 0.15
N 0.574500 0.265739 -0.111913 0.21 0.08 -0.06
N 1.552251 -0.711291 0.221880 0.19 -0.16 0.06
H 3.547608 -1.248122 0.062922 0.03 0.01 0.01
H 2.831270 -0.836252 -1.500968 -0.03 0.02 -0.02
H 0.916316 -2.384601 -0.957554 -0.18 0.03 -0.01
H 1.731378 -2.747948 0.559116 0.11 -0.01 -0.01
H 1.733024 2.058909 0.095125 0.08 0.00 -0.02
H 1.089664 1.326190 1.587911 0.01 0.08 0.03
H 0.001413 2.166506 0.446622 0.02 0.09 0.03
H -0.543323 1.100111 -1.627063 -0.01 0.01 -0.05
H 1.169734 0.911576 -2.070391 0.03 0.01 -0.02
H 0.095455 -0.505545 -2.001256 -0.01 -0.05 -0.05
H 3.217857 0.439359 -0.323077 0.03 0.04 -0.01
H 0.096856 -2.132950 0.632754 -0.11 -0.02 -0.16
```
Positions in Å, forces in eV/Å.

Summary:
Energy above the lowest of the compared OMol25 structures with the same formula, charge and spin (eV): 2.101
HOMO (eV): -8.259
Kohn-Sham gap (eV): 9.2
SMILES: CN(C)N(C)C.CCO
Energy (eV): -11539.60421
Molecular weight (g mol⁻¹): 134.22

Question: energy of number 8 (C6H18N2O)?
Answer: -11539.60421 eV

Question: What is the energy above the lowest of the compared OMol25 structures with the same formula, charge and spin in the fifth record?
Answer: 1.658 eV

Question: Which of these has the lowest molecular weight?
Answer: C6H18N